Record 1
Entry from the OMol25 dataset: a structure of composition C5H6O in a non-equilibrium geometry (the ωB97M-V functional and the def2-TZVPD basis).

Structure (XYZ):
```
12
Properties=species:S:1:pos:R:3:mulliken_charge:R:1
C -0.15483 0.87181 -0.00596 0.109
C 0.05749 -0.40132 1.39942 0.423
C -0.99171 1.80323 -0.32068 -0.659
C 0.50356 -0.22673 -0.83059 -0.510
C 0.40009 -1.35136 0.32466 -0.502
O 0.24074 -0.45607 2.58163 -0.486
H -0.90206 2.09104 -1.37771 0.278
H -1.44927 2.22901 0.55125 0.290
H -0.09145 -0.36977 -1.81287 0.272
H 1.53263 -0.11280 -1.18059 0.246
H 1.25411 -2.01862 0.59426 0.318
H -0.39930 -2.05842 0.07720 0.221
```

The value obtained for the frontier orbital gap is 9.7 eV. As for the highest occupied orbital energy: -9.1 eV. For the energy relative to the best compared isomer or geometry (same formula, charge and spin), the calculation gives 2.783 eV.

Record 2
Entry from the OMol25 dataset: a cluster of 2 separate species, C5H6O in total in a non-equilibrium geometry (the ωB97M-V functional and the def2-TZVPD basis).

Structure (XYZ):
```
12
Properties=species:S:1:pos:R:3:mulliken_charge:R:1
C 1.24311 1.16280 -0.35251 -1.086
C 0.41815 0.00103 0.24232 -0.092
C -0.34975 -0.85913 -0.78467 0.805
O 0.29314 -1.07594 -1.77270 -0.471
C -1.66100 -1.30099 -0.27621 -0.586
C -1.98407 -0.85558 0.84719 -0.308
H 1.54337 1.80308 0.48076 0.337
H 0.68572 1.76174 -1.08200 0.308
H 2.18259 0.84951 -0.84386 0.285
H -0.76759 0.01501 1.13820 0.154
H 1.11224 -0.66216 0.78015 0.257
H -2.71590 -0.83938 1.62334 0.398
```

The value obtained for the frontier orbital gap (spin up / spin down) is 8.6 / 8.6 eV. As for the highest occupied orbital energy (spin up / spin down): -9.4 / -9.4 eV. For the energy relative to the best compared isomer or geometry (same formula, charge and spin), the calculation gives 5.039 eV.

Record 3
Entry from the OMol25 dataset: a structure of composition C5H6O (the ωB97M-V functional and the def2-TZVPD basis).

Structure (XYZ):
```
12
Properties=species:S:1:pos:R:3:mulliken_charge:R:1
C -1.10787 0.47898 -0.09982 -0.630
C 0.26191 1.11328 -0.05761 -0.328
C 1.21261 0.20108 0.42201 -0.118
C 0.77684 -0.74338 -0.52193 -0.601
O -0.03806 -1.11577 1.41960 -0.685
C -0.56838 -0.95295 0.15322 0.187
H -1.76254 0.87119 0.68776 0.290
H -1.60481 0.57140 -1.07237 0.316
H 0.47906 2.17077 -0.20133 0.386
H 2.22512 0.43574 0.73562 0.415
H 1.36099 -1.27219 -1.27216 0.376
H -1.23488 -1.75814 -0.19299 0.391
```

The value obtained for the frontier orbital gap (spin up / spin down) is 7.9 / 7.9 eV. As for the highest occupied orbital energy (spin up / spin down): -7.8 / -7.8 eV. For the energy relative to the best compared isomer or geometry (same formula, charge and spin), the calculation gives 5.372 eV.

Record 4
Entry from the OMol25 dataset: an isolated molecule of C5H6O (the ωB97M-V functional and the def2-TZVPD basis).

Structure (XYZ):
```
12
Properties=species:S:1:pos:R:3:mulliken_charge:R:1
C 2.08546 -0.39310 0.18259 -1.024
C 0.95960 0.53121 0.22444 0.283
C -0.14192 1.02648 0.26447 -0.223
C -1.60205 0.86843 0.17401 -0.254
C -1.59257 -0.48118 -0.54222 -0.054
O -1.61639 -1.54430 0.02514 -0.461
H 2.62730 -0.42294 1.12981 0.300
H 2.78328 -0.19611 -0.63386 0.289
H 1.63216 -1.38143 0.02452 0.252
H -2.12413 1.64396 -0.39612 0.273
H -2.04765 0.76280 1.16656 0.257
H -1.42289 -0.40797 -1.63686 0.363
```

The value obtained for the frontier orbital gap is 10.5 eV. As for the highest occupied orbital energy: -9.5 eV. For the energy relative to the best compared isomer or geometry (same formula, charge and spin), the calculation gives 2.155 eV. Its SMILES is CC#CCC=O.

Record 5
Entry from the OMol25 dataset: a cluster of 2 separate species, C5H6O in total (the ωB97M-V functional and the def2-TZVPD basis).

Structure (XYZ):
```
12
Properties=species:S:1:pos:R:3:mulliken_charge:R:1
C 1.51727 -0.78404 -0.28863 -0.941
C 0.49938 -0.12410 0.55321 -0.340
C -0.50586 -0.20059 1.37755 0.809
O -1.60321 0.06484 1.81935 -0.593
C -1.84656 1.26266 -0.60994 -0.245
C -0.97373 1.02834 -1.40754 -0.606
H 1.99316 -1.57218 0.30119 0.330
H 2.30151 -0.08949 -0.60990 0.298
H 1.09185 -1.27220 -1.17556 0.270
H 0.38497 -0.63798 2.06281 0.162
H -2.56969 1.43443 0.15756 0.433
H -0.29142 0.89734 -2.21784 0.422
```

The value obtained for the frontier orbital gap is 9.1 eV. As for the highest occupied orbital energy: -8.9 eV. For the energy relative to the best compared isomer or geometry (same formula, charge and spin), the calculation gives 5.579 eV.

Record 6
Entry from the OMol25 dataset: a cluster of 2 separate species, C5H6O in total in a non-equilibrium geometry (the ωB97M-V functional and the def2-TZVPD basis).

Structure (XYZ):
```
12
Properties=species:S:1:pos:R:3:mulliken_charge:R:1
C -0.98558 0.56323 2.48801 0.138
C -0.79611 0.48913 1.30041 -0.217
C -0.89113 0.62895 -0.14841 -0.351
O -1.47989 -0.15897 -0.87688 -0.526
H -1.18698 0.63369 3.53311 0.411
H -0.67808 1.66628 -0.44944 0.350
C 1.07557 0.04041 -0.92268 -0.623
C 0.83475 -1.29048 -0.91395 -0.373
H 0.58046 0.67822 -1.63475 0.319
H 1.99788 0.44443 -0.52664 0.327
H -0.15257 -1.74332 -0.82449 0.283
H 1.68169 -1.95158 -1.02431 0.261
```

The value obtained for the frontier orbital gap is 9.1 eV. As for the highest occupied orbital energy: -9.3 eV. For the energy relative to the best compared isomer or geometry (same formula, charge and spin), the calculation gives 5.024 eV. Its SMILES is C#CC=O.C=C.

Record 7
Entry from the OMol25 dataset: an isolated molecule of C5H6O in a non-equilibrium geometry (the ωB97M-V functional and the def2-TZVPD basis).

Structure (XYZ):
```
12
Properties=species:S:1:pos:R:3:mulliken_charge:R:1
C 1.36510 0.51088 0.97617 -0.941
C 0.14818 0.32988 0.15711 0.680
C -1.27106 0.46277 0.13386 -0.572
C -1.67650 -0.52241 -0.71615 -0.277
O -0.65453 -1.16019 -1.31614 -0.308
C 0.45933 -0.56337 -0.83596 -0.517
H 1.60203 1.52726 1.35642 0.302
H 1.92511 -0.23410 0.26067 0.269
H 1.42777 -0.18314 1.80970 0.265
H -1.92503 1.13611 0.67258 0.369
H -2.64642 -0.92181 -0.94133 0.425
H 1.24602 -0.38189 -1.55693 0.303
```

The value obtained for the frontier orbital gap is 9.6 eV. As for the highest occupied orbital energy: -8.5 eV. For the energy relative to the best compared isomer or geometry (same formula, charge and spin), the calculation gives 2.347 eV. Its SMILES is Cc1ccoc1.

Record 8
Entry from the OMol25 dataset: a cluster of 3 separate species, C5H6O2 in total in a non-equilibrium geometry (the ωB97M-V functional and the def2-TZVPD basis).

Structure (XYZ):
```
13
Properties=species:S:1:pos:R:3:mulliken_charge:R:1
O 0.88016 2.74301 0.71201 -0.168
C 1.24899 1.67084 0.66311 0.160
C 2.06999 -1.03991 -0.50450 -0.123
O 1.71861 -1.18212 -1.64978 -0.414
C -1.17011 -0.26235 -0.70426 -0.251
C -1.52491 -0.38594 0.75112 -0.482
C -1.82073 0.73454 -0.20049 -0.375
H 1.40922 -1.27595 0.35020 0.255
H 3.07769 -0.66336 -0.24428 0.283
H -0.66388 -0.74497 -1.52658 0.381
H -0.74641 -0.26345 1.51383 0.160
H -2.32381 -1.06579 1.05992 0.219
H -2.28451 1.70223 -0.31310 0.354
```

The value obtained for the frontier orbital gap is 10.3 eV. As for the highest occupied orbital energy: -9.5 eV. For the energy relative to the best compared isomer or geometry (same formula, charge and spin), the calculation gives 3.928 eV.

Record 9
Entry from the OMol25 dataset: an isolated molecule of C5H6O2 in a non-equilibrium geometry (the ωB97M-V functional and the def2-TZVPD basis).

Structure (XYZ):
```
13
Properties=species:S:1:pos:R:3:mulliken_charge:R:1
O 1.99231 1.38798 0.29973 -0.550
C 0.96347 0.76075 0.18994 0.356
C 0.05686 0.78712 -1.02095 -0.425
C -0.84718 -0.40321 -0.77603 -0.581
C -0.39775 -1.15298 0.54804 0.396
O -0.60786 -2.29940 0.81107 -0.538
C 0.40678 -0.13422 1.29836 -0.473
H -0.43448 1.74743 -1.13517 0.308
H 0.67423 0.63759 -1.90146 0.254
H -1.87081 -0.08367 -0.57144 0.263
H -0.89979 -1.10069 -1.60942 0.379
H -0.23378 0.43998 1.96866 0.268
H 1.19800 -0.58669 1.89867 0.341
```

The value obtained for the frontier orbital gap is 10.0 eV. As for the highest occupied orbital energy: -9.6 eV. For the energy relative to the best compared isomer or geometry (same formula, charge and spin), the calculation gives 0.222 eV. Its SMILES is O=C1CCC(=O)C1.

Record 10
Entry from the OMol25 dataset: an isolated molecule of C5H6O2 (the ωB97M-V functional and the def2-TZVPD basis).

Structure (XYZ):
```
13
Properties=species:S:1:pos:R:3:mulliken_charge:R:1
O -1.08651 1.96921 -1.53825 -0.555
C -0.66771 1.00588 -0.96582 0.422
O -1.14495 -0.25329 -1.14694 -0.342
C -0.25814 -1.25089 -0.64573 -0.461
C 0.70100 -0.52774 0.29436 -0.146
C 0.05301 0.32579 1.35041 -0.625
C 0.46342 0.93677 0.03402 -0.095
H -0.87368 -2.02723 -0.14995 0.283
H 0.28224 -1.69474 -1.50235 0.285
H 1.68740 -0.95151 0.50492 0.365
H -1.02207 0.17535 1.54457 0.206
H 0.63717 0.60721 2.23026 0.265
H 1.22882 1.68520 -0.00951 0.398
```

The value obtained for the frontier orbital gap is 11.1 eV. As for the highest occupied orbital energy: -10.2 eV. For the energy relative to the best compared isomer or geometry (same formula, charge and spin), the calculation gives 0.510 eV. Its SMILES is O=C1OC[C@@H]2C[C@H]12.

Record 11
Entry from the OMol25 dataset: an isolated molecule of C5H6O2 in a non-equilibrium geometry (the ωB97M-V functional and the def2-TZVPD basis).

Structure (XYZ):
```
13
Properties=species:S:1:pos:R:3:mulliken_charge:R:1
C 1.65570 -0.37841 0.39325 -1.126
C 0.20589 0.11343 0.76546 0.283
C -1.12574 -0.60442 0.47072 -0.442
C -1.61637 -0.13126 -0.67543 -0.309
C -0.68062 0.90127 -1.19364 0.416
O -0.61640 1.45273 -2.25853 -0.558
O 0.17099 1.18966 -0.17921 -0.352
H 2.28963 0.47676 0.07021 0.294
H 2.13218 -0.81064 1.26356 0.380
H 1.63993 -1.06101 -0.46277 0.299
H 0.18507 0.44699 1.82067 0.324
H -1.67715 -1.26002 1.14841 0.389
H -2.56309 -0.33509 -1.16271 0.403
```

The value obtained for the frontier orbital gap is 10.9 eV. As for the highest occupied orbital energy: -10.4 eV. For the energy relative to the best compared isomer or geometry (same formula, charge and spin), the calculation gives 0.785 eV. Its SMILES is C[C@@H]1C=CC(=O)O1.

Record 12
Entry from the OMol25 dataset: a cluster of 2 separate species, C5H6O2 in total in a non-equilibrium geometry (the ωB97M-V functional and the def2-TZVPD basis).

Structure (XYZ):
```
13
Properties=species:S:1:pos:R:3:mulliken_charge:R:1
C 2.48100 -0.99201 0.06801 0.194
C 1.28654 -0.93859 -0.09144 -0.264
C -0.16241 -0.96848 -0.30100 -0.612
C -1.09406 -0.46468 0.74918 -0.281
O -2.25312 -0.21214 0.51270 -0.514
H 3.53497 -1.06865 0.25513 0.417
H -0.64565 -1.93474 0.05884 0.220
H -0.45795 -0.74572 -1.33778 0.367
H -0.66281 -0.54073 1.75657 0.418
C -0.55132 1.95110 -0.47880 -0.041
O 0.06532 2.30278 0.49575 -0.405
H -1.36347 1.22394 -0.39821 0.237
H -0.33334 2.32633 -1.48866 0.264
```

The value obtained for the frontier orbital gap is 10.7 eV. As for the highest occupied orbital energy: -9.9 eV. For the energy relative to the best compared isomer or geometry (same formula, charge and spin), the calculation gives 4.089 eV. Its SMILES is C#CCC=O.C=O.

no.,electronic energy (eV)
1,-7326.5011
2,-7324.2456
3,-7323.9122
4,-7327.1293
5,-7323.7058
6,-7324.2601
7,-7326.9379
8,-9373.1681
9,-9376.8735
10,-9376.5855
11,-9376.3107
12,-9373.0066